72
Properties=species:S:1:pos:R:3:lowdin_spin:R:1 method="wB97M-V/def2-TZVPD" orbital_gap_ev="7.277 / 5.198" multiplicity=2 s_squared=0.75 lumo_energy_ev="-12.783 / -14.857" total_charge=+4 max_force_ha_per_bohr=0.0285
Ir 0.276 -0.453 0.230 0.637
C 0.033 -2.222 2.606 -0.001
C -1.440 -2.477 2.443 0.000
C -2.034 -2.424 1.063 0.003
C -3.214 -3.135 0.879 0.001
C -3.918 -3.055 -0.305 0.004
C -3.427 -2.215 -1.296 0.001
C -2.244 -1.553 -1.076 0.004
N -1.515 -1.679 0.063 0.028
N 0.445 -0.822 2.272 0.035
C 1.874 -0.617 2.674 0.003
C 2.319 0.651 2.018 0.006
C 3.342 1.448 2.479 0.000
C 3.568 2.676 1.863 0.008
C 2.724 3.089 0.842 0.002
C 1.718 2.243 0.414 0.011
N 1.557 1.026 0.964 0.034
C -0.371 0.198 3.042 0.007
C -1.448 0.809 2.205 0.001
C -2.526 1.475 2.751 0.000
C -3.425 2.110 1.904 0.001
C -3.220 2.056 0.531 0.003
C -2.130 1.366 0.045 0.008
N -1.260 0.759 0.872 0.017
H 0.617 -2.887 1.973 0.000
H 0.320 -2.397 3.646 0.000
H -2.023 -1.799 3.075 0.000
H -1.634 -3.469 2.857 0.000
H -3.581 -3.745 1.695 0.000
H -4.833 -3.615 -0.447 0.000
H -3.944 -2.075 -2.235 0.000
H -1.857 -0.908 -1.845 0.000
H 2.472 -1.479 2.393 0.001
H 1.911 -0.532 3.763 0.002
H 3.935 1.132 3.329 0.000
H 4.371 3.317 2.207 0.000
H 2.838 4.060 0.381 0.000
H 1.020 2.507 -0.372 0.002
H 0.303 0.996 3.353 0.001
H -0.756 -0.267 3.949 0.001
H -2.655 1.507 3.826 0.000
H -4.276 2.643 2.312 0.000
H -3.901 2.536 -0.158 0.000
H -1.929 1.285 -1.014 0.002
S 4.581 -1.370 -1.122 0.002
C 4.085 -2.677 -0.147 0.001
C 2.817 -2.489 0.287 0.003
N 2.243 -1.306 -0.143 0.018
C 3.093 -0.629 -0.903 0.000
H 4.735 -3.516 0.055 0.000
H 2.267 -3.186 0.894 0.000
H 2.860 0.322 -1.358 0.000
I 0.198 -4.231 -1.053 0.005
C 0.444 -2.536 -2.243 0.001
C 0.662 -2.814 -3.590 0.002
C 0.791 -1.789 -4.511 -0.002
C 0.681 -0.479 -4.066 0.011
C 0.474 -0.257 -2.724 0.032
N 0.368 -1.256 -1.819 0.093
H 0.723 -3.846 -3.907 0.000
H 0.960 -2.013 -5.557 0.000
H 0.741 0.361 -4.744 0.001
H 0.327 0.751 -2.350 0.010
C -0.474 4.838 -3.017 0.000
C -1.031 3.738 -2.148 0.000
O -0.111 2.592 -2.074 0.001
H -1.186 5.662 -3.072 0.000
H -0.301 4.489 -4.036 0.000
H 0.454 5.242 -2.606 0.000
H -1.968 3.358 -2.556 0.000
H -1.200 4.085 -1.126 0.000
H 0.686 2.892 -2.530 0.000

=====

18
Properties=species:S:1:pos:R:3:nbo_charge:R:1 method="wB97M-V/def2-TZVPD" orbital_gap_ev=10.309 lumo_energy_ev=-3.212 total_charge=+1 max_force_ha_per_bohr=0.0671
O -2.381 -1.176 0.771 -0.587
C -1.699 -1.476 1.718 0.657
O -0.371 -1.855 1.573 -0.684
H -2.069 -1.555 2.783 0.146
H -0.144 -2.318 2.344 0.499
C 1.490 1.561 -1.371 -0.257
N 2.905 1.476 -0.896 -0.800
C 0.592 0.683 -0.534 -0.229
N -0.773 0.505 -1.118 -0.682
H 1.507 1.265 -2.455 0.211
H 1.069 2.578 -1.352 0.184
H 3.336 2.362 -1.189 0.375
H 2.966 1.568 0.133 0.359
H 0.425 1.005 0.492 0.223
H 0.960 -0.430 -0.521 0.239
H -1.369 0.008 -0.419 0.473
H -1.163 1.392 -1.375 0.430
H -0.725 -0.101 -1.965 0.444

=====

14
Properties=species:S:1:pos:R:3:nbo_charge:R:1 method="wB97M-V/def2-TZVPD" orbital_gap_ev=8.782 lumo_energy_ev=-7.178 total_charge=+1 max_force_ha_per_bohr=0.0730
C -0.146 0.738 0.109 0.133
C 0.577 -1.522 0.002 -0.494
C -0.689 -1.391 0.681 -0.319
C 1.023 -0.097 -0.181 0.227
C -0.192 2.098 -0.308 -0.699
N -1.071 0.031 0.682 -0.135
H 1.227 -2.384 0.228 0.319
H 0.495 -1.558 -1.160 0.341
H -1.533 -1.934 0.211 0.289
H -0.628 -1.715 1.759 0.294
H 1.859 0.298 -0.667 0.241
H 0.054 2.874 0.341 0.282
H -1.208 2.380 -0.375 0.274
H 0.231 2.182 -1.320 0.247

=====

Energy relative to the best compared isomer or geometry (same formula, charge and spin)? In order: 3.643, 1.851, 3.293 eV.